The following is a quantum chemistry calculation of a structure of composition C25H16FeN9O5, from OMol25.

CARTESIAN COORDINATES (ANGSTROEM)
Fe  -0.068  0.044  0.017
C  -3.611  1.658  1.761
C  -3.233  2.208  2.981
C  -1.934  2.057  3.389
C  -1.008  1.365  2.586
N  -1.373  0.857  1.393
C  -2.655  1.007  1.015
N  0.243  1.238  3.145
C  1.252  0.707  2.547
N  1.391  0.287  1.258
C  2.634  -0.249  1.098
N  3.193  -0.769  0.061
C  2.569  -0.913  -1.157
C  3.404  -1.391  -2.185
C  2.915  -1.566  -3.453
C  1.582  -1.254  -3.698
C  0.818  -0.796  -2.649
N  1.274  -0.628  -1.396
C  3.379  -0.138  2.377
C  4.646  -0.543  2.743
C  5.035  -0.309  4.058
C  4.173  0.307  4.964
C  2.895  0.704  4.583
C  2.523  0.470  3.275
H  -4.623  1.733  1.388
H  -3.949  2.734  3.601
H  -1.574  2.445  4.331
H  -2.900  0.585  0.052
H  4.429  -1.610  -1.926
H  3.555  -1.938  -4.244
H  1.136  -1.372  -4.675
H  -0.222  -0.553  -2.791
H  5.298  -1.027  2.028
H  6.021  -0.613  4.389
H  4.504  0.470  5.983
H  2.210  1.174  5.276
O  -3.772  -4.588  -1.533
C  -3.093  -3.665  -1.154
C  -3.027  -2.281  -1.757
O  -3.717  -1.840  -2.679
C  -1.997  -1.606  -1.028
C  -1.409  -2.393  -0.015
O  -0.462  -1.967  0.696
C  -2.119  -3.697  0.026
O  -1.990  -4.605  0.815
O  -1.574  -0.391  -1.207
N  -2.717  2.872  -4.728
C  -2.178  2.250  -3.641
N  -2.717  1.106  -3.239
N  -1.163  2.866  -3.067
C  -0.621  2.354  -1.985
N  -0.071  1.994  -1.030
H  -3.302  2.345  -5.350
H  -2.170  3.618  -5.117
H  -3.489  0.659  -3.707
H  -2.343  0.588  -2.425

Properties
gap between HOMO and LUMO (spin up / spin down) = 6.26 / 6.26 eV
net charge = -1
HOMO level (spin up / spin down) = -4.29 / -4.29 eV

---

The following is a quantum chemistry calculation of a cluster of 10 separate species, C37H55Cl9O16 in total, from OMol25.

CARTESIAN COORDINATES (ANGSTROEM)
C  -1.601  5.758  0.176
C  -2.388  4.956  0.965
C  -3.125  3.744  0.454
O  -3.876  3.001  1.140
C  -2.877  3.454  -0.979
C  -2.091  4.238  -1.788
C  -1.436  5.516  -1.318
O  -0.714  6.223  -2.047
O  -1.743  3.665  -2.965
O  -2.681  5.321  2.230
H  -1.119  6.650  0.550
H  -3.183  2.497  -1.375
H  -1.067  4.243  -3.327
H  -3.382  4.834  2.668
C  -0.687  0.185  -0.752
C  0.612  0.005  -0.999
C  1.524  -0.864  -0.156
O  2.685  -1.032  -0.481
C  0.853  -1.491  1.008
C  -0.478  -1.262  1.239
C  -1.424  -0.434  0.348
O  -2.632  -0.221  0.542
O  -1.150  -1.880  2.257
O  1.175  0.398  -2.144
H  -1.198  0.760  -1.511
H  1.441  -2.153  1.626
H  -1.958  -1.374  2.368
H  1.958  -0.127  -2.326
C  3.825  4.642  -5.273
C  2.487  4.729  -5.360
C  1.545  4.191  -4.330
O  0.351  4.503  -4.405
C  2.201  3.427  -3.278
C  3.546  3.298  -3.150
C  4.491  3.845  -4.167
O  5.706  3.709  -4.139
O  4.149  2.539  -2.214
O  1.985  5.455  -6.350
H  4.382  5.156  -6.042
H  1.685  2.905  -2.485
H  5.077  2.763  -2.115
H  1.066  5.649  -6.149
C  -2.139  -5.275  3.455
Cl  -0.987  -6.201  2.456
Cl  -2.268  -5.985  5.095
Cl  -3.658  -5.154  2.477
H  -1.610  -4.332  3.596
C  3.974  -0.634  -5.001
Cl  3.292  -1.707  -3.752
Cl  3.038  0.839  -5.249
Cl  4.267  -1.504  -6.577
H  4.941  -0.283  -4.641
C  3.119  -4.895  2.341
Cl  2.367  -3.853  3.595
Cl  2.516  -6.511  2.564
Cl  4.875  -4.806  2.429
H  2.870  -4.502  1.356
C  5.427  3.157  1.493
C  4.511  2.004  1.620
O  4.362  1.601  2.982
C  3.887  0.273  3.121
C  5.064  -0.749  2.999
H  5.653  3.570  0.510
H  5.013  4.004  2.040
H  6.378  2.818  1.905
H  3.528  2.168  1.179
H  4.900  1.149  1.068
H  3.398  0.216  4.093
H  3.089  0.047  2.414
H  5.632  -0.867  3.921
H  5.655  -0.517  2.113
H  4.546  -1.692  2.824
C  0.542  -4.985  -1.538
C  2.035  -5.435  -1.757
O  2.950  -4.538  -1.069
C  4.308  -4.785  -1.387
C  5.181  -3.587  -1.077
H  0.143  -5.493  -0.661
H  0.482  -3.898  -1.480
H  -0.100  -5.212  -2.389
H  2.164  -6.422  -1.312
H  2.217  -5.622  -2.815
H  4.724  -5.613  -0.814
H  4.462  -5.078  -2.426
H  5.158  -3.455  0.005
H  4.753  -2.772  -1.662
H  6.174  -3.911  -1.388
C  -4.645  -0.318  -1.999
C  -5.486  0.937  -1.627
O  -6.809  0.514  -1.153
C  -7.671  1.535  -0.660
C  -7.174  2.034  0.676
H  -3.566  -0.214  -2.113
H  -4.773  -0.975  -1.139
H  -5.059  -0.939  -2.793
H  -5.005  1.515  -0.838
H  -5.565  1.591  -2.495
H  -7.792  2.306  -1.421
H  -8.688  1.159  -0.551
H  -6.369  2.741  0.472
H  -6.787  1.186  1.241
H  -8.059  2.475  1.133
C  -2.404  -1.461  5.884
C  -3.603  -0.907  5.188
O  -3.559  -1.259  3.769
C  -4.751  -0.855  3.136
C  -5.018  -1.688  1.899
H  -2.252  -2.513  5.643
H  -1.481  -0.999  5.536
H  -2.506  -1.351  6.964
H  -4.491  -1.271  5.704
H  -3.709  0.156  5.406
H  -5.573  -0.836  3.852
H  -4.685  0.184  2.812
H  -4.116  -1.789  1.295
H  -5.852  -1.276  1.330
H  -5.321  -2.675  2.248

Properties
gap between HOMO and LUMO = 7.36 eV
net charge = 0
HOMO level = -9.42 eV

---

The following is a quantum chemistry calculation of a structure of composition C44H71BrCl12N3O3, from OMol25.

CARTESIAN COORDINATES (ANGSTROEM)
C  2.315  -2.156  6.419
C  2.399  -1.587  4.869
C  3.799  -1.713  4.019
C  3.815  -1.170  2.443
C  2.469  -0.503  1.709
C  2.615  -0.058  0.138
C  1.334  -0.555  -0.816
C  0.824  -2.076  -0.482
C  2.011  -3.193  -0.315
C  1.779  -3.922  1.146
C  0.479  -4.928  1.190
O  0.140  -5.554  -0.097
N  0.175  0.377  -0.403
C  -0.915  0.357  -1.460
N  -2.122  -0.213  -1.104
C  -3.265  -0.304  -2.092
C  -4.594  -0.949  -1.315
C  -4.971  -0.609  0.272
C  -6.262  -1.220  1.080
C  -7.312  -2.259  0.312
C  -6.997  -2.579  -1.266
C  -5.681  -1.960  -2.082
C  -5.528  -2.386  -3.658
N  -0.562  0.919  -2.820
C  -0.169  2.379  -2.771
C  -1.359  3.204  -3.607
O  -2.013  2.701  -4.663
Br  -1.812  5.061  -2.894
C  0.517  0.032  -3.396
C  1.765  -0.303  -2.388
O  2.475  -1.476  -2.996
C  3.934  -1.304  -2.915
C  4.581  -2.272  -4.109
C  3.537  -2.535  -5.362
C  5.058  -3.746  -3.575
C  6.229  -3.692  -2.398
C  3.799  -4.753  -3.167
C  1.129  -0.382  2.645
C  1.039  -0.904  4.231
H  2.770  -3.257  6.376
H  1.158  -2.313  6.643
H  2.835  -1.470  7.212
H  4.779  -2.190  4.466
H  4.784  -1.267  1.795
H  2.680  1.134  0.138
H  3.651  -0.434  -0.254
H  0.177  -2.012  0.504
H  0.124  -2.458  -1.362
H  1.993  -4.044  -1.147
H  3.102  -2.769  -0.311
H  1.636  -3.147  2.018
H  2.760  -4.535  1.412
H  0.724  -5.784  1.981
H  -0.436  -4.327  1.630
H  -0.675  -5.061  -0.415
H  0.547  1.360  -0.248
H  -2.209  -0.595  -0.114
H  -2.997  -0.887  -3.075
H  -3.575  0.788  -2.392
H  -4.244  0.115  0.852
H  -6.411  -0.897  2.219
H  -8.212  -2.678  0.942
H  -7.764  -3.292  -1.835
H  -4.805  -1.654  -4.245
H  -5.187  -3.516  -3.805
H  -6.575  -2.311  -4.225
H  -0.225  2.826  -1.666
H  0.881  2.617  -3.229
H  0.982  0.607  -4.332
H  0.085  -0.986  -3.777
H  2.474  0.653  -2.384
H  4.319  -0.223  -3.145
H  4.359  -1.685  -1.892
H  5.536  -1.733  -4.561
H  3.284  -1.565  -5.984
H  2.543  -3.075  -5.057
H  4.088  -3.271  -6.122
H  5.584  -4.281  -4.503
H  5.755  -3.646  -1.323
H  6.960  -2.809  -2.637
H  6.876  -4.690  -2.476
H  3.641  -5.627  -3.964
H  3.956  -5.289  -2.125
H  2.803  -4.138  -3.169
H  0.145  0.091  2.221
H  0.014  -0.799  4.803
Cl  2.767  8.382  -0.234
C  2.703  7.216  -1.579
C  1.464  6.338  -1.519
Cl  1.511  5.202  -0.147
H  3.621  6.620  -1.556
H  2.700  7.800  -2.504
H  1.392  5.732  -2.427
H  0.550  6.934  -1.435
Cl  -9.467  -3.091  -2.048
C  -11.223  -3.392  -2.050
C  -11.809  -3.377  -0.647
Cl  -11.272  -4.773  0.321
H  -11.403  -4.348  -2.552
H  -11.679  -2.601  -2.651
H  -12.900  -3.431  -0.699
H  -11.539  -2.465  -0.107
Cl  -14.009  -1.836  1.109
C  -15.463  -2.828  0.834
C  -16.340  -2.917  2.072
Cl  -15.576  -3.869  3.370
H  -15.140  -3.818  0.496
H  -16.018  -2.355  0.018
H  -17.281  -3.417  1.826
H  -16.576  -1.926  2.471
Cl  5.636  -3.432  7.471
C  5.844  -2.176  8.717
C  4.970  -2.426  9.935
Cl  3.239  -2.202  9.578
H  5.631  -1.205  8.259
H  6.899  -2.190  9.007
H  5.223  -1.715  10.727
H  5.107  -3.437  10.330
Cl  5.557  8.612  -3.757
C  5.060  10.160  -3.028
C  6.117  10.717  -2.088
Cl  6.285  9.736  -0.609
H  4.106  10.003  -2.515
H  4.892  10.858  -3.853
H  5.835  11.724  -1.767
H  7.097  10.774  -2.570
Cl  9.810  10.181  3.090
C  8.356  9.190  2.814
C  7.479  9.101  4.053
Cl  8.243  8.149  5.351
H  8.679  8.200  2.477
H  7.801  9.662  1.999
H  6.538  8.601  3.807
H  7.243  10.092  4.452

Properties
gap between HOMO and LUMO = 5.98 eV
net charge = +1
HOMO level = -10.18 eV

---

The following is a quantum chemistry calculation of a cluster of 4 separate species, C23H59N3O2P in total, from OMol25.

CARTESIAN COORDINATES (ANGSTROEM)
C  7.216  3.478  -0.074
C  6.546  2.645  -1.176
C  5.372  1.806  -0.650
C  4.135  2.657  -0.378
C  3.370  2.444  0.919
O  2.346  3.404  0.874
P  1.795  3.595  -0.816
O  3.147  2.593  -1.374
H  8.196  3.843  -0.382
H  7.288  2.911  0.855
H  6.602  4.356  0.144
H  7.297  1.981  -1.613
H  6.146  3.305  -1.948
H  5.114  1.078  -1.426
H  5.674  1.244  0.239
H  4.466  3.712  -0.318
H  4.002  2.564  1.806
H  2.934  1.432  0.865
H  0.704  4.448  -0.330
H  2.566  4.810  -0.988
H  1.331  3.723  -2.187
H  0.917  2.455  -0.571
C  -3.013  -2.636  -1.462
C  -2.308  -1.668  -2.400
N  -1.999  -0.395  -1.783
C  -1.576  0.623  -2.734
C  -0.273  0.390  -3.502
C  -1.223  -0.456  -0.552
C  0.149  -1.139  -0.598
H  -3.916  -2.187  -1.045
H  -3.300  -3.536  -2.009
H  -2.371  -2.946  -0.636
H  -2.969  -1.467  -3.249
H  -1.418  -2.170  -2.817
H  -1.498  1.570  -2.195
H  -2.390  0.756  -3.456
H  0.597  0.540  -2.865
H  -0.197  1.113  -4.317
H  -0.218  -0.607  -3.945
H  -1.834  -0.956  0.205
H  -1.096  0.566  -0.190
H  0.122  -2.079  -1.156
H  0.476  -1.371  0.418
H  0.910  -0.497  -1.039
C  -2.994  -6.091  -3.647
C  -2.911  -6.764  -2.287
N  -4.185  -7.291  -1.828
C  -4.180  -7.670  -0.426
C  -3.276  -8.831  0.008
C  -4.850  -8.209  -2.734
C  -4.095  -9.477  -3.158
H  -3.752  -5.306  -3.645
H  -2.034  -5.634  -3.888
H  -3.228  -6.795  -4.447
H  -2.587  -6.018  -1.556
H  -2.120  -7.530  -2.318
H  -5.210  -7.894  -0.133
H  -3.897  -6.782  0.146
H  -3.675  -9.798  -0.297
H  -3.194  -8.843  1.097
H  -2.267  -8.734  -0.393
H  -5.119  -7.655  -3.637
H  -5.804  -8.491  -2.280
H  -3.057  -9.265  -3.415
H  -4.569  -9.909  -4.042
H  -4.103  -10.241  -2.381
C  0.547  7.223  6.361
C  0.263  5.904  5.657
N  -0.160  6.070  4.283
C  -0.686  4.848  3.688
C  0.284  3.678  3.516
C  0.744  6.829  3.429
C  2.184  6.320  3.270
H  -0.316  7.888  6.301
H  0.767  7.040  7.415
H  1.408  7.738  5.933
H  -0.550  5.400  6.188
H  1.147  5.254  5.759
H  -1.101  5.107  2.711
H  -1.538  4.525  4.298
H  0.985  3.853  2.704
H  -0.272  2.773  3.258
H  0.846  3.468  4.429
H  0.776  7.857  3.803
H  0.282  6.898  2.442
H  2.619  6.023  4.227
H  2.808  7.119  2.862
H  2.252  5.477  2.584

Properties
gap between HOMO and LUMO = 6.32 eV
net charge = -1
HOMO level = -4.09 eV

---

| no. | electronic energy (eV) |
| --- | --- |
| 1 | -84225.5640 |
| 2 | -184716.9941 |
| 3 | -277672.4781 |
| 4 | -42660.8516 |